Entry 1:
Formula: C4H5BClNO2
Source: OMol25
Level of theory: the ωB97M-V functional and the def2-TZVPD basis

Atoms and positions in Å:
B: 0.543 0.734 -0.963
C: -1.478 -1.166 0.376
C: 0.511 -0.010 1.498
C: -1.594 -0.897 -0.903
C: 0.992 0.819 0.526
N: -0.610 -0.792 1.453
O: 1.434 1.073 -1.970
O: -0.759 0.353 -1.328
Cl: 2.446 1.672 0.869
H: -2.170 -1.903 0.623
H: 0.990 -0.067 2.368
H: -0.535 -1.318 2.275
H: 1.319 0.643 -2.785
H: -1.089 0.859 -2.039

Results
- Energy relative to the best compared isomer or geometry (same formula, charge and spin): 102.50 kcal per mole
- E_HOMO: -7.9 eV
- LUMO level: 0.14 eV
- DFT total energy: -23010.3743 eV
- HOMO-LUMO gap: 8.03 eV



Entry 2:
Formula: C4H5BO3S
Source: OMol25
Level of theory: the ωB97M-V functional and the def2-TZVPD basis

Atoms and positions in Å:
B: -1.786 -0.749 0.026
C: 1.789 1.450 0.215
C: 0.434 1.291 0.365
C: 2.526 0.321 -0.098
C: 0.093 0.085 -0.311
O: 3.717 0.060 -0.051
O: -2.390 -1.003 -1.206
O: -1.241 -1.677 0.786
S: 1.339 -1.010 -0.477
H: 2.469 2.337 0.541
H: -0.408 1.966 0.588
H: -2.324 0.107 0.595
H: -3.336 -0.703 -1.306
H: -0.882 -2.475 0.333

Results
- 2S+1: 3
- E_HOMO (spin up / spin down): -8.6 / -10.2 eV
- LUMO level (spin up / spin down): 0.36 / -2.74 eV
- DFT total energy: -21880.6218 eV
- HOMO-LUMO gap (spin up / spin down): 8.95 / 7.43 eV



Entry 3:
Formula: C4H5BeO2
Source: OMol25
Level of theory: the ωB97M-V functional and the def2-TZVPD basis

Atoms and positions in Å:
H: 0.534 0.440 -0.691
C: -0.595 0.306 -0.797
C: -0.633 -0.266 -1.982
O: -0.556 -1.088 -2.826
Be: -0.049 -1.212 -4.061
H: -1.247 1.160 -0.600
O: -0.901 0.102 2.612
C: 0.121 0.079 1.947
C: 1.349 0.007 1.557
H: -1.694 0.486 2.175
H: 1.703 -0.925 1.102
H: 1.965 0.911 1.564

Results
- Energy relative to the best compared isomer or geometry (same formula, charge and spin): 0.00 kcal per mole
- 2S+1: 2
- Charge: +2
- E_HOMO (spin up / spin down): -15.5 / -20.1 eV
- LUMO level (spin up / spin down): -9.69 / -9.61 eV
- DFT total energy: -8700.1879 eV
- HOMO-LUMO gap (spin up / spin down): 5.84 / 10.44 eV



Entry 4:
Formula: C4H5BiO
Source: OMol25
Level of theory: the ωB97M-V functional and the def2-TZVPD basis

Atoms and positions in Å:
H: -1.843 0.359 -1.148
C: -3.480 -0.045 0.297
C: -2.102 -0.085 -0.176
C: -2.618 0.639 1.057
H: -4.482 -0.438 0.160
H: -1.455 -0.960 1.521
H: -2.429 1.595 1.543
C: -0.851 -1.121 0.400
O: 0.437 -0.744 0.601
Bi: 1.299 -0.011 -0.916
H: -1.049 -2.170 0.106

Results
- Energy relative to the best compared isomer or geometry (same formula, charge and spin): 50.84 kcal per mole
- Charge: +2
- E_HOMO (spin up / spin down): -19.6 / -18.0 eV
- LUMO level (spin up / spin down): -11.40 / -12.75 eV
- DFT total energy: -12089.3145 eV
- HOMO-LUMO gap (spin up / spin down): 8.24 / 5.26 eV



Entry 5:
Formula: C4H5BrCl2NO3P
Source: OMol25
Level of theory: the ωB97M-V functional and the def2-TZVPD basis

Atoms and positions in Å:
C: -3.072 -0.109 0.011
C: -2.072 -1.179 -0.538
O: -0.748 -0.609 -0.539
C: -0.313 -0.147 0.594
O: -0.810 -0.152 1.685
N: 0.951 0.372 0.384
C: 2.028 0.020 -0.124
Br: 2.758 -1.608 -0.555
P: 3.713 1.285 -0.040
O: 4.881 0.523 0.323
Cl: 3.236 2.562 1.392
Cl: 3.731 2.104 -1.753
H: -2.897 -0.028 1.145
H: -2.755 0.781 -0.461
H: -4.020 -0.513 -0.232
H: -2.543 -1.379 -1.461
H: -2.069 -1.922 0.170

Results
- Energy relative to the best compared isomer or geometry (same formula, charge and spin): 0.00 kcal per mole
- Structure (SMILES): CCOC(=O)/N=C(\Br)P(=O)(Cl)Cl
- E_HOMO: -9.9 eV
- LUMO level: -0.05 eV
- DFT total energy: -116237.9402 eV
- HOMO-LUMO gap: 9.85 eV



Entry 6:
Formula: C4H5BrIO2
Source: OMol25
Level of theory: the ωB97M-V functional and the def2-TZVPD basis

Atoms and positions in Å:
C: -1.361 0.932 -1.396
C: 1.718 -1.254 1.388
C: 1.980 -0.167 0.685
C: -1.471 0.795 -0.032
O: -1.289 2.012 -1.964
O: -1.305 -0.161 -2.232
Br: -1.952 2.406 0.816
I: -2.462 -0.935 0.687
H: 2.140 -2.246 1.154
H: 0.811 -1.056 1.982
H: -1.099 -0.978 -1.818
H: 2.548 -0.160 -0.200
H: 1.742 0.811 0.932

Results
- 2S+1: 3
- Charge: -1
- E_HOMO (spin up / spin down): -0.9 / -5.1 eV
- LUMO level (spin up / spin down): 3.33 / 2.52 eV
- DFT total energy: -86464.4673 eV
- HOMO-LUMO gap (spin up / spin down): 4.21 / 7.60 eV



Entry 7:
Formula: C4H5BrNS
Source: OMol25
Level of theory: the ωB97M-V functional and the def2-TZVPD basis

Atoms and positions in Å:
C: 0.222 -1.186 0.063
C: -0.281 -2.453 0.030
C: -1.925 -0.748 0.069
C: -0.235 1.153 -0.107
N: -0.730 -0.194 0.053
S: -1.977 -2.406 -0.038
Br: -3.875 0.427 -0.033
H: 1.164 -0.776 0.132
H: 0.339 -3.416 0.102
H: 0.668 1.301 0.463
H: -0.233 1.288 -1.097
H: -0.954 1.763 0.480

Results
- Energy relative to the best compared isomer or geometry (same formula, charge and spin): 19.69 kcal per mole
- Charge: +1
- E_HOMO: -14.7 eV
- LUMO level: -5.68 eV
- DFT total energy: -86587.9135 eV
- HOMO-LUMO gap: 8.98 eV



Entry 8:
Formula: C4H5BrO
Source: OMol25
Level of theory: the ωB97M-V functional and the def2-TZVPD basis

Atoms and positions in Å:
C: 0.260 -0.801 -0.385
C: -0.294 0.592 -0.757
C: 0.646 1.672 -0.477
C: -0.354 -0.681 0.971
O: -0.121 1.322 0.538
Br: -2.150 -1.172 1.375
H: 0.060 -1.565 -1.192
H: 1.358 -0.871 -0.282
H: -1.199 0.740 -1.273
H: 1.697 1.389 -0.493
H: 0.097 -0.627 1.974

Results
- Energy relative to the best compared isomer or geometry (same formula, charge and spin): 123.40 kcal per mole
- E_HOMO (spin up / spin down): -8.3 / -7.6 eV
- LUMO level (spin up / spin down): 0.65 / 0.19 eV
- DFT total energy: -76312.6476 eV
- HOMO-LUMO gap (spin up / spin down): 8.94 / 7.76 eV



Entry 9:
Formula: C4H5BrO
Source: OMol25
Level of theory: the ωB97M-V functional and the def2-TZVPD basis

Atoms and positions in Å:
C: 0.414 0.333 0.116
C: -0.606 -0.276 0.111
C: 1.844 0.829 -0.025
C: -2.918 -1.048 -0.084
O: -3.022 -1.540 -1.327
Br: -3.847 0.514 0.353
H: 2.321 0.163 -0.668
H: 1.854 1.766 -0.501
H: 2.282 0.634 0.943
H: -3.103 -1.976 0.495
H: -3.005 -0.913 -2.102

Results
- Energy relative to the best compared isomer or geometry (same formula, charge and spin): 117.05 kcal per mole
- E_HOMO (spin up / spin down): -9.0 / -9.0 eV
- LUMO level (spin up / spin down): -0.70 / -0.70 eV
- DFT total energy: -76312.9231 eV
- HOMO-LUMO gap (spin up / spin down): 8.26 / 8.26 eV



Entry 10:
Formula: C4H5BrOS
Source: OMol25
Level of theory: the ωB97M-V functional and the def2-TZVPD basis

Atoms and positions in Å:
C: -1.248 -0.162 1.121
C: -1.709 0.874 1.729
C: -0.567 -0.823 -0.090
C: 0.058 0.294 -0.947
O: 2.188 1.996 -0.620
S: 1.498 0.936 0.084
Br: 2.836 -0.922 -0.196
H: -1.256 -0.480 2.213
H: -0.038 -1.705 0.022
H: -1.598 -1.192 -0.491
H: 0.475 0.036 -1.910
H: -0.639 1.146 -0.915

Results
- Energy relative to the best compared isomer or geometry (same formula, charge and spin): 70.93 kcal per mole
- E_HOMO: -9.8 eV
- LUMO level: -0.60 eV
- DFT total energy: -87149.2051 eV
- HOMO-LUMO gap: 9.24 eV